# 1
The following is a quantum chemistry calculation of C7H9Br in the gas phase at a distorted geometry, from the OMol25 dataset.

CARTESIAN COORDINATES (ANGSTROEM)
C -0.998 1.766 0.994
C -0.474 0.912 0.140
C -0.654 1.026 -1.340
C 0.047 -0.377 0.558
C -0.498 -1.135 1.456
C 1.306 -0.847 -0.052
C 1.391 -1.855 -0.880
Br 2.795 0.338 0.194
H -1.628 2.590 0.686
H -0.708 1.863 2.008
H 0.113 0.539 -1.886
H -0.602 2.123 -1.585
H -1.633 0.625 -1.632
H 0.148 -2.014 1.896
H -1.485 -0.842 2.037
H 2.386 -2.131 -1.457
H 0.495 -2.581 -1.138

## Properties
SMILES string = C=C(C)C(=C)C(=C)Br
lowest unoccupied orbital energy = 0.781 eV
electronic energy = -2846.0410 a.u.
relative energy (zero: lowest compared OMol25 entry of this formula, charge and spin) = 199.6 kJ/mol

---

# 2
The following is a quantum chemistry calculation of a molecular structure, C7H9CdNO4 at a distorted geometry, from the OMol25 dataset.

CARTESIAN COORDINATES (ANGSTROEM)
O -1.052 -4.031 -1.742
C -0.978 -2.899 -1.898
Cd -0.807 -0.902 -2.075
C -2.568 -0.243 -2.828
C 0.581 -0.546 -3.481
O -3.569 0.163 -3.211
O 1.407 -0.318 -4.239
C 1.176 0.960 2.540
N 0.170 0.909 1.460
C -1.006 1.812 1.559
C 0.358 0.097 0.501
C 1.437 -0.873 0.207
O -0.696 0.233 -0.353
H 0.914 1.680 3.295
H 2.144 1.235 2.106
H 1.247 -0.031 3.001
H -1.024 2.479 0.706
H -1.915 1.223 1.594
H -0.953 2.417 2.468
H 1.039 -1.898 0.146
H 1.930 -0.638 -0.749
H 2.164 -0.829 0.993

## Properties
net charge = +2
lowest unoccupied orbital energy = -8.800 eV
electronic energy = -794.8920 a.u.

---

# 3
The following is a quantum chemistry calculation of 2 unconnected molecules or ions with the total composition C7H9Cl2N2O2 at a distorted geometry, from the OMol25 dataset.

CARTESIAN COORDINATES (ANGSTROEM)
C -1.056 0.232 1.973
C 0.262 0.414 1.910
C -1.745 -0.611 0.932
C 2.549 -1.134 -0.488
C -2.634 -0.079 -0.019
C 0.979 -0.055 0.720
C 0.714 0.171 -0.641
N -1.630 -1.916 1.215
N 0.175 1.217 -1.211
O 2.152 -0.752 0.749
O 1.540 -0.589 -1.379
Cl -2.634 1.683 -0.263
Cl 2.406 2.190 0.466
H -1.561 0.375 2.857
H 0.707 0.937 2.635
H 3.461 -0.705 -0.843
H 2.598 -2.216 -0.574
H -3.280 -0.759 -0.688
H -2.270 -2.582 0.837
H 1.498 2.843 -0.252
H -0.629 1.750 -0.819
H 0.183 1.394 -2.260

## Properties
net charge = +1
lowest unoccupied orbital energy (alpha / beta) = -5.504 / -5.171 eV
electronic energy = -1452.0917 a.u.
relative energy (zero: lowest compared OMol25 entry of this formula, charge and spin) = 100.0 kJ/mol